Entry 1:
A cluster of 2 separate species, C4H14N2O in total, computed with wB97M-V/def2-TZVPD.

Structure (XYZ):
```
21
C4H14N2O | the Open Molecules 2025 dataset | wB97M-V/def2-TZVPD
C 0.2426 -0.7377 1.6490
C -0.0654 -1.7717 0.4599
C 0.7840 -1.4283 -0.8255
C 0.7972 0.1220 -1.0301
N 1.5043 0.8850 -2.1836
N -0.5713 0.4689 1.8970
H 1.2591 -0.3736 1.6042
H 0.0544 -1.3671 2.5168
H -1.2262 -1.6531 0.3056
H -0.1828 -2.8861 0.8269
H 1.6839 -2.1003 -0.7353
H 0.1987 -1.6914 -1.6637
H 1.2333 0.6120 -0.1238
H -0.2936 0.2676 -1.0337
H 1.5772 0.3786 -2.9885
H 2.4136 0.9735 -1.7345
H -0.5579 0.7610 2.8678
H -1.5774 0.2599 1.6600
H -2.4864 2.8979 -0.3352
H -1.2587 2.1198 -0.1262
O -2.2397 1.9023 -0.0692
```

Calculated values
LUMO: 1.01 eV
ΔE to the lowest compared entry with this formula, charge and spin: 3.110 eV
Calculated total energy: -9400.4971 eV
E_HOMO: -8.91 eV

Okay, here come the natural (NBO) numbers, in e, for every atom:
1. C -0.2331
2. C -0.4138
3. C -0.4409
4. C -0.2275
5. N -0.8152
6. N -0.8637
7. H 0.1801
8. H 0.1730
9. H 0.1988
10. H 0.2310
11. H 0.2069
12. H 0.2035
13. H 0.1858
14. H 0.1907
15. H 0.3464
16. H 0.3497
17. H 0.3622
18. H 0.3660
19. H 0.4607
20. H 0.4794
21. O -0.9399

***

Entry 2:
A cluster of 13 separate species, C13H50F6O12P in total, computed with wB97M-V/def2-TZVPD.

Structure (XYZ):
```
82
C13H50F6O12P | the Open Molecules 2025 dataset | wB97M-V/def2-TZVPD
P -29.7309 14.6023 28.4847
F -30.3798 16.1158 28.3601
F -29.0321 15.0362 29.8282
F -31.0941 14.1255 29.2552
F -29.2336 13.0472 28.6092
F -30.4687 14.2243 27.0400
F -28.5076 15.1048 27.5697
C -33.2428 23.4074 26.5914
O -32.7139 24.6800 27.0049
H -34.2424 23.5173 26.1707
H -32.5813 23.1682 25.7588
H -33.2108 22.6435 27.3682
H -31.7760 24.6240 27.2019
C -29.3690 7.6107 33.7373
C -28.0220 6.9602 34.0034
O -28.2408 5.6018 33.6991
H -29.2664 8.6958 33.7516
H -30.1730 7.3812 34.4366
H -29.7207 7.3227 32.7466
H -27.6473 7.0467 35.0234
H -27.2077 7.2040 33.3211
H -27.7096 5.0884 34.3121
C -22.5904 18.8479 33.9055
C -22.2360 19.3119 35.3054
O -21.9135 18.2311 36.0922
H -21.8717 18.2268 33.3709
H -22.8370 19.6970 33.2680
H -23.4590 18.1954 33.8168
H -23.0640 19.9189 35.6716
H -21.4303 20.0460 35.3118
H -21.0987 17.8322 35.7782
C -24.1281 8.8414 26.2947
C -24.9006 7.6169 25.8059
O -25.4705 7.8460 24.5603
H -23.3329 8.6192 27.0064
H -24.8268 9.5211 26.7825
H -23.6595 9.3987 25.4837
H -25.6704 7.4696 26.5634
H -24.2640 6.7336 25.8573
H -26.4080 7.9419 24.7430
C -34.5363 15.5752 35.4217
C -33.7803 15.8590 36.7760
O -34.2616 15.0476 37.8168
H -35.5879 15.7662 35.6355
H -34.3839 14.5542 35.0718
H -34.3055 16.3226 34.6625
H -33.9573 16.9152 36.9786
H -32.7231 15.6714 36.5881
H -34.2272 15.5981 38.6025
C -39.3410 10.0348 29.6391
C -38.4750 10.6889 30.6127
O -37.8073 9.6989 31.4199
H -40.2865 9.7094 30.0728
H -38.7795 9.2090 29.2023
H -39.7748 10.6483 28.8493
H -39.0164 11.4347 31.1947
H -37.7804 11.2569 29.9938
H -37.7567 9.9663 32.3405
C -29.0950 21.3556 35.0243
C -30.0028 20.9006 33.8818
O -29.1269 20.5570 32.8278
H -28.4856 20.6232 35.5538
H -29.6073 21.8385 35.8565
H -28.3514 22.0597 34.6510
H -30.6846 21.7016 33.5960
H -30.5864 20.0139 34.1296
H -29.0986 19.5999 32.7590
O -37.3458 17.7850 27.3303
H -37.4829 17.5086 26.4242
H -36.3972 17.7458 27.4523
O -30.6501 9.3907 24.4876
H -31.3717 9.1954 25.0853
H -30.3549 10.2642 24.7450
O -34.0922 15.2131 22.8502
H -33.3874 14.9532 23.4435
H -33.8791 16.1133 22.6042
O -26.6252 20.1378 27.5554
H -27.2228 20.2982 28.2858
H -26.8038 19.2347 27.2932
O -34.0513 8.8886 28.1003
H -33.9047 9.8344 28.1118
H -34.3488 8.6811 28.9861
```

Calculated values
LUMO: 1.99 eV
ΔE to the lowest compared entry with this formula, charge and spin: 2.422 eV
Calculated total energy: -64460.3691 eV
Net charge: -1
E_HOMO: -8.57 eV

Okay, here come the Löwdin numbers, in e, for every atom:
1. P 0.1528
2. F -0.2153
3. F -0.1410
4. F -0.2015
5. F -0.1887
6. F -0.2316
7. F -0.1743
8. C -0.1464
9. O -0.1448
10. H 0.0756
11. H 0.0725
12. H 0.0754
13. H 0.0677
14. C -0.0855
15. C -0.3238
16. O -0.1014
17. H 0.0708
18. H 0.0726
19. H 0.0769
20. H 0.1071
21. H 0.1085
22. H 0.0748
23. C -0.0981
24. C -0.3589
25. O -0.0623
26. H 0.0685
27. H 0.0710
28. H 0.0742
29. H 0.1121
30. H 0.1043
31. H 0.0892
32. C -0.0925
33. C -0.3541
34. O -0.0577
35. H 0.0647
36. H 0.0709
37. H 0.0702
38. H 0.1073
39. H 0.1026
40. H 0.0885
41. C -0.0773
42. C -0.3268
43. O -0.0766
44. H 0.0622
45. H 0.0698
46. H 0.0673
47. H 0.1026
48. H 0.1012
49. H 0.0776
50. C -0.1205
51. C -0.3399
52. O -0.0721
53. H 0.0725
54. H 0.0852
55. H 0.0787
56. H 0.1131
57. H 0.1076
58. H 0.0759
59. C -0.1031
60. C -0.3113
61. O -0.0841
62. H 0.0666
63. H 0.0612
64. H 0.0698
65. H 0.1063
66. H 0.1083
67. H 0.0865
68. O -0.0578
69. H 0.0261
70. H 0.0317
71. O -0.0578
72. H 0.0254
73. H 0.0322
74. O -0.0582
75. H 0.0335
76. H 0.0246
77. O -0.0596
78. H 0.0270
79. H 0.0324
80. O -0.0577
81. H 0.0317
82. H 0.0257

***

Entry 3:
A cluster of 2 separate species, C6H13P in total, computed with wB97M-V/def2-TZVPD.

Structure (XYZ):
```
20
C6H13P | the Open Molecules 2025 dataset | wB97M-V/def2-TZVPD
C -3.2091 -0.2512 -0.9184
C 2.1338 0.2744 -0.9035
C 1.1073 1.4811 1.0638
C -0.4988 -1.7058 1.1608
C 0.8540 0.8177 -0.3053
C -0.3565 -0.1272 -0.4869
P -2.0001 0.5494 -0.0625
H -4.1575 0.1054 -0.6309
H -3.2885 -1.1905 -1.5033
H 2.7072 1.0709 -1.2744
H 1.9757 -0.4560 -1.7134
H 2.8039 -0.3189 -0.3094
H 0.4426 2.3498 1.0066
H 2.0618 1.7941 1.2908
H 0.6737 0.7646 1.7354
H 0.1161 -2.6163 1.0455
H -1.5506 -2.1529 1.2958
H -0.1270 -1.2421 2.1034
H 0.5065 1.5295 -1.0973
H -0.1944 -0.6758 -1.4968
```

Calculated values
LUMO: 0.15 eV
ΔE to the lowest compared entry with this formula, charge and spin: 4.033 eV
Calculated total energy: -15716.9582 eV
E_HOMO: -8.52 eV

Okay, here come the natural (NBO) numbers, in e, for every atom:
1. C -0.8700
2. C -0.6048
3. C -0.6154
4. C -0.6523
5. C -0.2661
6. C -0.4591
7. P 0.7193
8. H 0.2124
9. H 0.2231
10. H 0.2097
11. H 0.2033
12. H 0.2094
13. H 0.2166
14. H 0.2170
15. H 0.2175
16. H 0.1988
17. H 0.2082
18. H 0.1909
19. H 0.2069
20. H 0.2344